Computed, not measured: a single C8H11N molecule at a distorted geometry, with ωB97M-V/def2-TZVPD.

Properties
Energy relative to the best compared isomer or geometry (same formula, charge and spin) (kJ/mol): 190.4
SMILES: CC1(C)[C@]2(C)C[C@]12C#N
Charge: 0
Gap between HOMO and LUMO (eV): 9.93
LUMO energy (eV): 0.75

Geometry (Å):
C 0.26371 0.43463 -0.43066
C -0.26144 -0.79499 0.18721
H 1.80815 1.73387 -0.86546
C 1.68406 0.90263 -0.21291
C 0.69217 -1.73488 -0.49136
N -1.30868 -0.80131 -3.50986
H -1.31542 -1.41161 1.93096
H -1.97267 -0.23159 1.07434
H 0.41370 -2.86039 -0.32323
H 1.72799 1.42618 0.82062
H 2.36679 0.15624 -0.21749
C -1.54650 -1.11516 0.93028
H -0.65945 2.09232 0.49613
H -1.74435 1.19357 -0.57549
C -0.72230 1.61090 -0.54361
H -0.59898 2.37575 -1.35307
C -0.80093 -0.81256 -2.50695
C -0.04164 -0.75106 -1.35133
H 1.85395 -1.58496 -0.34592
H -2.17108 -1.80302 0.47252